No. 1
8 unconnected molecules or ions with the total composition C21H52Cl6O15S5, computed with wB97M-V/def2-TZVPD.

Structure (XYZ):
```
99
Properties=species:S:1:pos:R:3
Cl -0.28 4.38 1.76
C -1.15 5.83 1.39
C -2.28 5.78 0.31
Cl -3.60 4.67 0.80
H -0.50 6.62 1.10
H -1.54 6.12 2.31
H -1.83 5.38 -0.63
H -2.66 6.76 0.15
Cl 0.61 -2.42 -5.57
C 1.76 -1.84 -4.40
C 2.34 -2.83 -3.47
Cl 1.24 -3.81 -2.50
H 1.30 -1.07 -3.79
H 2.61 -1.43 -4.91
H 2.97 -2.39 -2.76
H 2.93 -3.63 -3.93
Cl 0.82 2.15 -5.03
C 1.15 2.95 -3.48
C 1.30 4.50 -3.51
Cl -0.19 5.32 -3.91
H 2.09 2.55 -3.10
H 0.37 2.67 -2.75
H 2.07 4.90 -4.13
H 1.47 4.79 -2.48
O 2.98 0.01 -1.54
S 3.76 -0.32 -0.39
O 5.18 -0.59 -0.61
O 3.54 0.89 0.55
C 4.16 0.77 1.90
C 5.12 1.92 2.27
C 3.12 -1.71 0.36
H 4.75 -0.14 1.82
H 3.43 0.55 2.68
H 5.96 1.89 1.50
H 5.51 1.78 3.29
H 4.60 2.91 2.26
H 3.60 -2.51 -0.15
H 2.08 -1.82 0.16
H 3.31 -1.84 1.36
O -1.04 -4.60 -0.43
S -2.47 -4.52 -0.57
O -3.33 -4.99 0.50
O -3.07 -3.07 -0.97
C -4.28 -2.59 -0.37
C -4.04 -1.90 0.97
C -2.94 -5.65 -1.95
H -4.99 -3.44 -0.24
H -4.59 -1.83 -1.05
H -3.91 -2.61 1.80
H -5.06 -1.40 1.22
H -3.34 -1.10 1.00
H -2.84 -6.61 -1.48
H -2.24 -5.53 -2.78
H -3.95 -5.44 -2.37
O 4.01 -1.10 4.70
S 2.92 -1.10 5.63
O 2.00 -0.01 5.64
O 2.12 -2.45 5.44
C 1.80 -3.04 4.13
C 2.98 -3.65 3.52
C 3.48 -1.41 7.23
H 1.26 -2.33 3.55
H 1.10 -3.85 4.32
H 3.80 -3.03 3.07
H 2.54 -4.22 2.70
H 3.50 -4.31 4.21
H 2.84 -2.14 7.79
H 3.46 -0.49 7.79
H 4.50 -1.67 7.21
O -1.47 1.14 -3.00
S -2.86 1.04 -3.34
O -3.82 0.20 -2.71
O -3.44 2.60 -3.38
C -4.93 2.69 -3.10
C -4.98 4.15 -2.75
C -3.01 0.54 -5.09
H -5.06 1.95 -2.31
H -5.45 2.38 -3.98
H -4.69 4.80 -3.58
H -4.35 4.44 -1.91
H -5.91 4.59 -2.43
H -2.02 0.72 -5.53
H -3.80 0.91 -5.64
H -3.06 -0.52 -4.97
O -0.60 -1.55 2.61
S -0.05 -0.24 2.51
O 1.36 -0.02 2.29
O -0.73 0.53 1.25
C -0.14 0.53 -0.04
C -0.23 -0.90 -0.74
C -0.56 0.85 3.73
H 0.90 0.89 0.17
H -0.73 1.23 -0.64
H 0.11 -1.66 -0.08
H 0.50 -0.89 -1.48
H -1.33 -1.17 -1.02
H -1.64 0.90 3.82
H -0.16 1.82 3.52
H -0.21 0.37 4.66
```

Output
Energy above the lowest of the compared OMol25 structures with the same formula, charge and spin: 19.44 kcal per mole

---

No. 2
A molecular structure, C36H33BCoF3O6S4Sb, computed with wB97M-V/def2-TZVPD.

Structure (XYZ):
```
85
Properties=species:S:1:pos:R:3
Co -1.70 0.25 -0.39
C 1.01 -1.62 5.54
O 0.81 -0.23 5.74
C 0.21 0.47 4.73
C -0.05 1.82 4.98
C -0.66 2.57 4.01
C -1.05 2.06 2.74
C -1.73 2.90 1.83
C -2.13 4.32 2.01
O -2.16 2.32 0.64
C -0.71 0.68 2.47
O -0.86 0.08 1.32
C -0.12 -0.08 3.50
H 1.42 -2.01 6.46
H 1.71 -1.81 4.72
H 0.06 -2.12 5.32
H 0.23 2.25 5.93
H -0.85 3.62 4.23
H -2.09 4.61 3.06
H -3.15 4.48 1.67
H -1.49 5.01 1.45
H 0.10 -1.11 3.26
O -1.03 -2.95 -6.28
C -1.11 -2.40 -5.21
S -0.18 -0.97 -4.76
C -0.83 -0.78 -3.14
C -1.77 -1.66 -2.76
S -2.60 -1.70 -1.21
S -2.20 -2.91 -3.92
S -0.21 0.54 -2.17
F 4.72 -6.35 3.48
C 3.93 -5.50 2.77
C 4.51 -4.73 1.78
C 3.71 -3.86 1.07
C 2.34 -3.75 1.33
C 1.80 -4.56 2.33
C 2.59 -5.44 3.06
Sb 1.06 -2.31 0.31
C 2.33 -0.70 0.99
C 2.94 -0.81 2.24
C 3.62 0.26 2.82
C 3.69 1.44 2.13
F 4.35 2.49 2.68
C 3.11 1.60 0.89
C 2.42 0.53 0.34
C 2.03 -2.72 -1.57
C 1.83 -3.99 -2.13
C 2.39 -4.34 -3.35
C 3.16 -3.41 -4.01
F 3.71 -3.74 -5.20
C 3.37 -2.14 -3.51
C 2.79 -1.80 -2.29
H 5.57 -4.82 1.59
H 4.15 -3.25 0.29
H 0.74 -4.50 2.55
H 2.18 -6.07 3.84
H 2.89 -1.74 2.79
H 4.08 0.17 3.80
H 3.18 2.56 0.38
H 1.92 0.68 -0.61
H 1.22 -4.72 -1.60
H 2.23 -5.32 -3.79
H 3.96 -1.43 -4.07
H 2.95 -0.81 -1.90
C -3.58 1.70 -3.69
C -3.90 2.43 -2.41
C -5.37 2.32 -2.05
O -3.16 1.82 -1.33
B -2.78 2.81 -0.46
O -3.06 4.07 -0.90
C -3.36 3.90 -2.33
C -4.37 4.95 -2.75
C -2.04 4.07 -3.07
H -4.01 0.70 -3.65
H -2.51 1.59 -3.83
H -4.01 2.23 -4.55
H -5.61 1.26 -1.91
H -6.00 2.72 -2.84
H -5.60 2.84 -1.12
H -5.21 4.99 -2.06
H -4.74 4.74 -3.75
H -3.89 5.93 -2.76
H -1.35 3.27 -2.83
H -1.60 5.02 -2.77
H -2.20 4.08 -4.15
```

Output
Multiplicity: 5
Total charge: -1
<S²>: 6.039
DFT total energy: -5383.52917 Ha

---

No. 3
A molecular structure, C23H41BrMoNO4Si, computed with wB97M-V/def2-TZVPD.

Structure (XYZ):
```
72
Properties=species:S:1:pos:R:3
Mo 8.89 11.21 10.02
N 11.69 8.55 8.35
C 10.82 9.58 8.53
O 10.82 10.20 9.59
C 9.76 9.71 7.51
C 8.41 10.41 8.11
H 12.45 8.53 8.98
H 11.78 8.27 7.36
H 9.56 8.70 7.07
H 10.16 10.33 6.66
H 7.68 9.73 8.37
H 7.98 11.13 7.42
C 8.40 7.42 17.05
C 9.80 7.64 16.32
C 10.60 6.38 16.31
C 10.48 8.76 17.15
C 9.53 8.14 14.85
C 9.98 9.38 14.43
C 9.76 9.81 13.17
Br 10.39 11.51 12.65
C 8.97 9.06 12.28
O 8.63 9.72 11.09
C 8.50 7.84 12.64
C 8.80 7.43 13.93
C 7.56 7.00 11.66
C 6.24 7.71 11.44
C 8.20 6.74 10.28
C 7.26 5.58 12.25
H 8.52 6.92 17.97
H 7.81 6.85 16.34
H 7.95 8.38 17.23
H 10.63 5.84 17.27
H 11.63 6.44 15.99
H 10.15 5.60 15.70
H 10.43 8.33 18.14
H 9.82 9.61 17.13
H 11.48 9.04 16.80
H 10.45 10.04 15.15
H 8.42 6.45 14.14
H 6.43 8.74 11.20
H 5.60 7.65 12.36
H 5.59 7.23 10.70
H 8.39 7.78 9.88
H 7.44 6.34 9.61
H 9.17 6.18 10.44
H 6.71 5.65 13.17
H 8.21 4.99 12.33
H 6.65 5.01 11.48
C 11.07 14.57 7.79
Si 10.64 14.23 9.52
C 12.14 13.97 10.56
C 9.40 15.30 10.40
O 9.77 12.74 9.49
H 11.55 15.57 7.55
H 10.22 14.43 7.11
H 11.89 13.93 7.56
H 12.93 14.71 10.56
H 12.60 13.09 10.19
H 11.71 13.74 11.56
H 9.07 14.74 11.29
H 8.60 15.60 9.75
H 9.91 16.25 10.67
C 5.03 11.91 11.76
O 6.36 11.49 11.18
C 7.06 12.09 10.28
C 6.44 13.19 9.54
H 4.17 11.61 11.11
H 5.07 12.95 11.93
H 4.98 11.38 12.76
H 6.11 14.03 10.18
H 5.51 12.85 8.99
H 7.11 13.61 8.79
```

Output
Total charge: +1
DFT total energy: -4188.24476 Ha

---

No. 4
2 unconnected molecules or ions with the total composition C8H18N2O2Si, computed with wB97M-V/def2-TZVPD.

Structure (XYZ):
```
31
Properties=species:S:1:pos:R:3
C 2.51 0.02 0.38
C -4.44 -0.56 0.05
C 3.76 0.83 0.92
C -4.25 0.08 -1.20
C 4.00 -1.66 -0.68
C -1.41 2.63 -0.09
C -0.49 -1.33 -1.06
C -1.02 -0.37 1.90
N 1.37 0.56 0.43
N -4.56 -1.04 1.07
O 2.70 -1.14 -0.26
O -1.10 1.33 -0.60
Si -0.24 0.06 0.14
H 3.78 1.63 0.13
H 4.68 0.19 0.81
H 3.57 1.36 1.93
H -4.94 -0.43 -1.98
H -4.54 1.19 -1.22
H -3.16 -0.15 -1.32
H 4.59 -1.05 -1.34
H 3.73 -2.65 -1.23
H 4.58 -1.95 0.19
H -2.30 2.73 0.52
H -1.43 3.16 -1.04
H -0.47 2.87 0.44
H -0.82 -2.32 -0.71
H -1.11 -0.96 -1.91
H 0.47 -1.57 -1.64
H -0.23 -0.78 2.59
H -1.39 0.45 2.65
H -1.83 -1.13 2.14
```

Output
Energy above the lowest of the compared OMol25 structures with the same formula, charge and spin: 71.77 kcal per mole

---

No. 5
2 unconnected molecules or ions with the total composition CH4OS2, computed with wB97M-V/def2-TZVPD.

Structure (XYZ):
```
8
Properties=species:S:1:pos:R:3
C -1.06 -1.26 0.76
O -0.11 -2.09 0.80
S 0.76 1.55 -0.72
S 0.77 -2.53 2.11
H -1.51 -1.10 -0.21
H -1.41 -0.72 1.62
H 1.43 0.47 -0.36
H 1.79 2.03 -1.40
```

Output
Energy above the lowest of the compared OMol25 structures with the same formula, charge and spin: 63.36 kcal per mole

---

No. 6
A single C9H12N2O3 molecule, computed with wB97M-V/def2-TZVPD.

Structure (XYZ):
```
26
Properties=species:S:1:pos:R:3
C 3.21 0.77 -1.11
C 1.84 0.45 -1.16
C 3.63 0.47 0.15
C 1.47 0.14 0.16
C -0.96 -1.98 -0.66
C 0.30 -0.30 0.85
C -1.02 0.19 0.38
C -2.06 0.13 1.53
C -1.02 1.66 -0.17
N -1.35 -0.68 -0.82
N -0.02 -2.19 0.10
O 0.73 -3.12 0.37
O 2.58 0.20 0.94
O -2.54 -0.46 -1.47
H 3.72 1.16 -1.97
H 1.32 0.69 -1.98
H 4.56 0.52 0.69
H -1.62 -2.56 -1.23
H 0.55 -0.60 1.85
H -3.17 0.31 1.32
H -1.68 0.81 2.19
H -2.06 -0.84 2.09
H -1.99 1.82 -0.76
H -0.28 1.70 -0.87
H -0.86 2.53 0.52
H -3.27 -0.81 -0.95
```

Output
Energy above the lowest of the compared OMol25 structures with the same formula, charge and spin: 179.51 kcal per mole

---

No. 7
A single C6H8S molecule, computed with wB97M-V/def2-TZVPD.

Structure (XYZ):
```
15
Properties=species:S:1:pos:R:3
C -1.84 1.56 0.15
C -1.12 0.52 -0.14
C 0.18 -1.84 -0.05
C 0.91 -0.64 0.50
C 1.72 0.64 0.03
C 0.39 0.30 -0.48
H -2.82 1.31 0.16
H -1.67 2.70 0.06
H -0.06 -2.82 0.52
H 0.73 -2.08 -0.89
H 0.33 -0.64 1.57
H 2.51 0.80 -0.72
H 1.74 1.44 0.81
H 0.53 -0.04 -1.48
S -1.52 -1.22 -0.04
```

Output
Energy above the lowest of the compared OMol25 structures with the same formula, charge and spin: 111.63 kcal per mole

---

No. 8
2 unconnected molecules or ions with the total composition C5H10N2O, computed with wB97M-V/def2-TZVPD.

Structure (XYZ):
```
18
Properties=species:S:1:pos:R:3
C -1.82 0.60 0.15
C 1.45 -0.94 1.00
C 1.50 -1.24 -0.51
C 1.07 0.04 -0.05
C 1.26 1.49 -0.25
N -3.20 0.36 0.15
N -0.98 -0.37 -0.01
O -1.24 -1.60 -0.26
H -1.31 1.46 0.34
H 0.77 -1.60 1.41
H 2.44 -0.75 1.48
H 2.40 -1.35 -0.98
H 0.90 -2.00 -0.97
H 0.90 2.20 0.50
H 0.78 1.70 -1.14
H 2.33 1.60 -0.61
H -3.74 0.97 -0.44
H -3.50 -0.58 0.18
```

Output
Energy above the lowest of the compared OMol25 structures with the same formula, charge and spin: 134.21 kcal per mole

---

In the order shown, the computed molar mass values come out to 917.685; 938.421; 599.514; 202.330; 96.176; 196.206; 112.197; 114.148 g mol⁻¹.
In the order shown, the computed F_max values come out to 4.25; 0.36; 3.53; 3.05; 2.62; 5.37; 5.08; 5.09 eV/A.